1.
A 2-piece molecular cluster, C2H8N2O overall at a distorted geometry. Source: OMol25; level of theory: the ωB97M-V functional and the def2-TZVPD basis.

Last column: Löwdin charge in e.
Cartesian coordinates (Å):
C (1.6607, -0.3550, 0.3318)  -0.13
C (0.4014, 0.4266, -0.1423)  -0.39
N (-3.0883, 0.2350, -0.0533)  -0.05
N (-0.4041, -0.5962, -0.6869)  0.03
O (-2.1217, -0.4027, 0.5641)  -0.19
H (2.1639, 0.0505, 1.2679)  0.08
H (1.5132, -1.3987, 0.4733)  0.04
H (2.4903, -0.1624, -0.5082)  0.10
H (0.0207, 0.8216, 0.8097)  0.09
H (0.7486, 1.2545, -0.9506)  0.14
H (-3.6764, -0.3426, -0.7628)  0.15
H (-2.7633, 1.1873, -0.1882)  0.09
H (-0.3249, -1.4621, -0.1668)  0.04

Values from the calculation:
multiplicity	1
LUMO level (spin up / spin down)	0.515 / 0.397	eV
energy relative to the best compared isomer or geometry (same formula, charge and spin)	149.8	kcal per mole
DFT total energy	-7225.8339	eV

2.
CH6NO3P as an isolated structure at a distorted geometry. Source: OMol25; level of theory: the ωB97M-V functional and the def2-TZVPD basis.

Last column: Löwdin charge in e.
Cartesian coordinates (Å):
C (-1.4536, 0.8392, 0.1559)  -0.12
N (1.7179, 0.0983, -0.1040)  -0.15
O (0.3079, -1.8104, -1.6174)  -0.27
O (0.4840, -1.9210, 0.7938)  -0.10
O (-0.5113, 1.8353, 0.1198)  -0.09
P (0.7214, -0.9947, -0.4804)  0.42
H (-2.0744, 0.9923, -0.6189)  0.05
H (-2.0374, 0.4831, 1.0922)  0.14
H (-0.7675, -0.1078, -0.2701)  0.03
H (2.2193, 0.4928, -0.9204)  0.04
H (0.3862, 1.6919, 0.4031)  0.05
H (1.0074, -1.5990, 1.4463)  0.01

Values from the calculation:
multiplicity	1
LUMO level	-0.227	eV
energy relative to the best compared isomer or geometry (same formula, charge and spin)	41.2	kcal per mole
DFT total energy	-18054.7189	eV

3.
One molecule with the formula C5H10OS. Source: OMol25; level of theory: the ωB97M-V functional and the def2-TZVPD basis.

Last column: Löwdin charge in e.
Cartesian coordinates (Å):
C (-1.5005, -1.6618, 1.6667)  -0.43
S (-1.8993, -0.7195, 0.1939)  0.80
C (-0.7570, 0.6620, 0.4198)  -0.51
C (0.7033, 0.2767, 0.2163)  -0.27
C (1.0785, 0.0599, -1.2508)  -0.17
C (1.2423, 1.3567, -2.0037)  -0.27
O (2.2448, 1.6545, -2.5988)  0.05
H (-1.5645, -1.0465, 2.5637)  0.04
H (-2.1976, -2.4937, 1.7352)  0.03
H (-0.5148, -2.1255, 1.6434)  0.03
H (-0.9383, 1.1048, 1.3968)  0.08
H (-1.0263, 1.4169, -0.3202)  0.06
H (0.9407, -0.6160, 0.7941)  0.09
H (1.3849, 1.0369, 0.6117)  0.12
H (2.0538, -0.4255, -1.3418)  0.12
H (0.3450, -0.5663, -1.7668)  0.11
H (0.4051, 2.0863, -1.9593)  0.12

Values from the calculation:
multiplicity	1
LUMO level	0.858	eV
energy relative to the best compared isomer or geometry (same formula, charge and spin)	10.1	kcal per mole
SMILES string	CSCCCC=O
DFT total energy	-18229.4609	eV

4.
One molecule with the formula CH2Cl3ISi at a distorted geometry. Source: OMol25; level of theory: the ωB97M-V functional and the def2-TZVPD basis.

Last column: Löwdin charge in e.
Cartesian coordinates (Å):
Cl (-2.3394, 0.9012, 0.3700)  0.38
Si (-0.3932, 0.8345, 0.1884)  -0.89
Cl (0.4185, 1.8676, -1.3396)  0.35
Cl (0.2369, 1.3544, 2.0286)  0.33
C (0.4792, -0.9098, -0.0147)  -0.83
I (-0.1971, -1.9381, -1.7396)  0.73
H (1.4668, -0.4616, -0.1789)  -0.01
H (0.3284, -1.6481, 0.6859)  -0.06

Values from the calculation:
multiplicity	1
LUMO level	0.322	eV
energy relative to the best compared isomer or geometry (same formula, charge and spin)	4.5	kcal per mole
SMILES string	Cl[Si](Cl)(Cl)CI
DFT total energy	-54619.1976	eV

5.
C28H44BrMoNOP2 as an isolated structure at a distorted geometry. Source: OMol25; level of theory: the ωB97M-V functional and the def2-TZVPD basis.

Last column: Löwdin charge in e.
Cartesian coordinates (Å):
C (2.7253, 4.5051, -0.6245)  0.12
C (1.6716, 3.8514, -1.2807)  -0.19
C (1.7181, 3.7649, -2.6840)  0.11
C (2.6702, 4.5207, -3.3664)  0.03
N (3.5699, 5.2525, -2.7300)  0.16
C (3.6322, 5.2429, -1.4088)  0.04
C (0.4519, 3.4445, -0.6152)  0.08
C (-0.3922, 2.8194, 0.0320)  0.04
C (-1.7100, 2.5185, 0.5533)  -0.23
C (-2.1296, 1.1800, 0.9483)  -0.30
C (-3.2374, 0.9394, 1.8159)  -0.20
C (-4.1235, 1.9769, 1.9159)  -0.56
C (-3.9344, 3.2473, 1.3209)  0.00
C (-2.7119, 3.5280, 0.6108)  0.05
Mo (-0.6779, -0.2361, 1.3904)  1.15
P (1.6772, -0.3469, 0.4250)  0.92
H (0.9426, 3.2367, -3.2238)  0.15
H (2.7810, 4.5887, 0.4541)  0.15
H (2.6792, 4.5813, -4.4477)  0.16
H (4.3962, 5.8795, -0.9556)  0.17
H (-2.6026, 4.5234, 0.1385)  0.15
H (-2.1963, -0.4530, 0.1518)  0.03
H (-4.7515, 3.9749, 1.4520)  0.14
H (-3.3655, -0.0594, 2.2305)  0.10
C (2.2482, -2.0427, 0.7893)  -0.40
C (3.3900, -2.5723, -0.0662)  -0.10
H (1.3812, -2.7212, 0.6622)  0.07
H (2.5018, -2.0628, 1.8707)  0.10
H (3.5240, -3.6160, 0.2376)  0.11
H (3.1563, -2.5514, -1.1363)  0.08
H (4.3240, -2.0247, 0.0789)  0.07
C (1.8270, -0.0944, -1.3953)  -0.37
C (3.1605, 0.5193, -1.7798)  -0.12
H (1.0040, 0.5680, -1.6993)  0.06
H (1.6561, -1.0636, -1.8893)  0.07
H (3.1303, 0.6748, -2.8646)  0.10
H (3.3190, 1.4959, -1.3057)  0.06
H (4.0138, -0.1280, -1.5333)  0.08
C (2.8071, 0.7889, 1.3737)  -0.36
C (4.2525, 0.3232, 1.3939)  -0.11
H (2.4446, 0.7909, 2.4081)  0.07
H (2.6522, 1.8131, 1.0089)  0.07
H (4.7915, 1.0376, 2.0294)  0.11
H (4.3797, -0.6716, 1.8441)  0.09
H (4.7017, 0.2851, 0.3920)  0.07
Br (-5.8188, 1.4511, 2.8379)  0.79
P (-1.7369, -1.5899, -0.8697)  0.99
C (-0.5939, -2.5213, -1.9852)  -0.34
C (-1.1319, -3.8089, -2.6022)  -0.08
H (0.2896, -2.7042, -1.3449)  0.06
H (-0.3106, -1.7978, -2.7654)  0.09
H (-0.3494, -4.2477, -3.2290)  0.11
H (-1.4151, -4.5750, -1.8742)  0.09
H (-2.0060, -3.6329, -3.2397)  0.08
C (-2.7476, -2.9084, -0.0550)  -0.35
C (-4.1016, -3.2095, -0.6563)  -0.10
H (-2.8449, -2.6199, 1.0052)  0.08
H (-2.0938, -3.7870, -0.0822)  0.09
H (-4.6402, -3.8695, 0.0300)  0.11
H (-4.7404, -2.3405, -0.8220)  0.08
H (-4.0327, -3.7235, -1.6177)  0.08
C (-2.8493, -0.5501, -1.9233)  -0.35
C (-3.2388, -1.1793, -3.2309)  -0.10
H (-2.2743, 0.3782, -2.0384)  0.09
H (-3.7124, -0.3103, -1.2911)  0.10
H (-3.8539, -0.4619, -3.7750)  0.11
H (-2.3900, -1.4303, -3.8610)  0.08
H (-3.8129, -2.0899, -3.0827)  0.07
C (-0.1313, -1.9337, 5.2949)  0.04
C (-0.1629, -1.3579, 3.9201)  -0.42
C (-0.1479, 0.1589, 3.7349)  -0.06
O (-0.1881, -2.1386, 2.9389)  -0.01
H (-0.4224, -1.1465, 5.9850)  0.11
H (0.9055, -2.2321, 5.4955)  0.14
H (-0.8325, -2.7739, 5.3803)  0.13
H (0.3492, 0.5413, 2.7895)  0.01
H (-1.1670, 0.6229, 3.8320)  0.13
H (0.4550, 0.5592, 4.5801)  0.15

Values from the calculation:
total charge	+4
multiplicity	3
LUMO level (spin up / spin down)	-13.491 / -15.524	eV
DFT total energy	-123713.8748	eV
⟨S²⟩	2.064